{
  "formula": "C32H92N4O12",
  "method": "ωB97M-V with the def2-TZVPD basis set",
  "smiles": "COC[C@H](C)N.COC[C@H](C)N.COC[C@H](C)N.COC[C@H](C)N.CCO.CCO.CCO.CCO.CCO.CCO.CCO.CCO",
  "lumo_energy_ev": 0.241,
  "gap_ev": 9.28,
  "e_homo_ev": -9.042,
  "de_lowest_kcal_mol": 3.2,
  "symbols": ["C", "O", "C", "C", "C", "N", "H", "H", "H", "H", "H", "H", "H", "H", "H", "H", "H", "C", "O", "C", "C", "C", "N", "H", "H", "H", "H", "H", "H", "H", "H", "H", "H", "H", "C", "O", "C", "C", "C", "N", "H", "H", "H", "H", "H", "H", "H", "H", "H", "H", "H", "C", "O", "C", "C", "C", "N", "H", "H", "H", "H", "H", "H", "H", "H", "H", "H", "H", "C", "C", "O", "H", "H", "H", "H", "H", "H", "C", "C", "O", "H", "H", "H", "H", "H", "H", "C", "C", "O", "H", "H", "H", "H", "H", "H", "C", "C", "O", "H", "H", "H", "H", "H", "H", "C", "C", "O", "H", "H", "H", "H", "H", "H", "C", "C", "O", "H", "H", "H", "H", "H", "H", "C", "C", "O", "H", "H", "H", "H", "H", "H", "C", "C", "O", "H", "H", "H", "H", "H", "H"],
  "coordinates": [[-2.711165, -2.367360, 1.559233], [-2.478498, -2.767142, 0.220244], [-3.535176, -2.605750, -0.695452], [-3.319432, -3.406064, -1.953347], [-4.311023, -3.124799, -3.078530], [-3.400595, -4.836465, -1.609527], [-1.993556, -2.775562, 2.271723], [-3.585056, -2.942491, 1.897448], [-2.866870, -1.295334, 1.687659], [-4.471392, -2.944882, -0.226103], [-3.684452, -1.530956, -0.866826], [-2.307263, -3.189556, -2.323350], [-4.010587, -3.621792, -3.998376], [-4.287380, -2.057134, -3.332440], [-5.352947, -3.286650, -2.805748], [-2.900410, -4.907807, -0.724219], [-2.898856, -5.438935, -2.249836], [-1.095865, 1.154625, 4.107645], [-0.258912, 0.060515, 4.475711], [-1.025915, -1.002258, 4.987681], [-0.080337, -2.011995, 5.620086], [0.798198, -2.691762, 4.579604], [-0.797802, -3.089214, 6.324211], [-1.886808, 0.834740, 3.421807], [-0.465634, 1.894140, 3.619462], [-1.566170, 1.606821, 4.984713], [-1.803340, -0.669981, 5.681229], [-1.540648, -1.530852, 4.171691], [0.538833, -1.518585, 6.372527], [1.521071, -3.411180, 4.952983], [1.305745, -1.910150, 3.994017], [0.194961, -3.179922, 3.805990], [-0.204409, -3.849602, 6.626140], [-1.460284, -3.567056, 5.719769], [-0.566050, -5.447070, 1.425261], [0.278885, -6.190193, 0.576689], [0.322399, -5.779368, -0.760891], [1.231068, -6.656482, -1.597319], [2.710010, -6.320893, -1.466092], [0.914083, -6.546232, -3.011132], [-0.431297, -5.705048, 2.473172], [-1.584025, -5.755781, 1.155889], [-0.411127, -4.377727, 1.259728], [-0.713749, -5.850896, -1.128284], [0.607473, -4.722699, -0.867678], [1.060724, -7.673596, -1.213320], [2.966202, -6.267163, -0.402837], [2.929954, -5.329883, -1.872725], [3.452163, -6.988107, -1.905679], [0.016202, -6.934277, -3.285078], [1.608088, -7.110483, -3.489530], [-2.191944, 1.739865, -0.420054], [-0.864123, 1.330714, -0.623641], [-0.558117, 0.030474, -0.060753], [0.849091, -0.295325, -0.619117], [1.311913, -1.681261, -0.237112], [1.801715, 0.712438, -0.199646], [-2.863984, 0.875517, -0.529107], [-2.469813, 2.520174, -1.124824], [-2.404738, 2.078669, 0.604403], [-0.516803, 0.135554, 1.028718], [-1.395526, -0.635692, -0.277486], [0.849486, -0.291620, -1.714800], [2.295587, -1.819310, -0.686995], [0.634587, -2.477156, -0.546865], [1.379893, -1.770126, 0.853107], [1.893741, 0.692275, 0.817210], [1.354023, 1.604127, -0.404097], [0.869664, 4.411647, 0.291740], [-0.183861, 4.943111, 1.261611], [0.493217, 5.347919, 2.438964], [1.685563, 5.126239, 0.206213], [0.403275, 4.084651, -0.637627], [1.335216, 3.514488, 0.708391], [-0.959078, 4.167808, 1.305624], [-0.644815, 5.867680, 0.894183], [-0.164399, 5.628908, 3.086569], [-1.921047, -0.084320, -4.262894], [-2.214078, 1.386138, -3.995574], [-1.145028, 2.012875, -3.323050], [-1.038774, -0.145126, -4.905453], [-2.776954, -0.542286, -4.759579], [-1.633215, -0.609203, -3.348822], [-3.123347, 1.410435, -3.371739], [-2.535243, 1.897010, -4.903576], [-1.048400, 1.539346, -2.478002], [-3.167878, 4.000805, 3.346485], [-3.693591, 5.011407, 2.353256], [-3.085622, 6.295898, 2.554304], [-2.076834, 3.997459, 3.392029], [-3.519799, 2.977552, 3.233961], [-3.495750, 4.368254, 4.322767], [-4.770946, 5.142709, 2.480624], [-3.513900, 4.734933, 1.309655], [-3.504003, 6.935508, 1.970692], [2.495831, -1.810301, -4.298800], [1.443086, -2.727967, -3.697701], [1.486522, -3.982501, -4.340752], [2.533947, -0.881835, -3.721293], [2.369541, -1.578403, -5.354177], [3.500794, -2.227282, -4.178420], [0.513074, -2.201458, -3.957644], [1.582822, -2.847588, -2.622749], [1.075382, -4.679479, -3.805240], [2.880974, 2.161387, 4.420550], [2.250013, 2.068883, 3.046928], [1.726175, 0.783465, 2.740499], [2.220456, 1.883681, 5.246755], [3.131164, 3.211002, 4.606350], [3.805343, 1.611177, 4.602500], [2.968890, 2.343733, 2.271892], [1.445633, 2.810007, 2.966152], [0.999961, 0.607920, 3.370005], [5.261141, -0.438816, -0.121447], [4.933093, -0.466665, -1.616435], [3.937840, 0.503972, -1.934642], [6.000108, -1.219696, 0.085358], [4.390989, -0.669316, 0.491397], [5.723879, 0.495932, 0.195522], [4.476540, -1.441213, -1.836389], [5.785066, -0.388551, -2.288146], [3.244439, 0.494344, -1.226759], [3.630578, 4.331151, -1.702416], [4.935768, 4.086373, -2.412337], [4.764738, 2.876947, -3.162126], [3.573415, 5.329824, -1.244969], [3.296087, 3.588992, -0.977833], [2.765316, 4.425134, -2.368321], [5.737947, 3.901965, -1.689786], [5.220846, 4.879557, -3.098614], [4.551577, 2.141027, -2.565318], [-2.155473, 5.447787, -2.103489], [-2.382924, 6.959151, -1.883270], [-3.742935, 7.175874, -1.526699], [-2.787235, 5.097253, -2.921037], [-2.460436, 4.979224, -1.167587], [-1.107772, 5.239296, -2.316403], [-2.130223, 7.563454, -2.755049], [-1.706560, 7.187926, -1.060392], [-4.309874, 6.839701, -2.225321]],
  "forces_ev_per_a": [[-1.4, -1.3, -0.1], [1.5, -0.3, 0.2], [-1.2, 0.6, 0.8], [0.5, -0.8, -0.8], [0.2, 1.5, 0.2], [0.1, 0.2, 1.0], [0.9, 0.4, -0.6], [-0.5, 0.6, 0.0], [0.1, 0.1, 0.0], [0.0, -0.1, 0.0], [0.1, 0.0, -0.5], [0.0, 0.3, 0.0], [-0.2, -0.4, 0.1], [0.2, 0.0, 0.0], [0.1, -0.6, 0.0], [-0.1, -0.4, -0.1], [0.0, 0.2, -0.3], [0.0, 0.0, 0.1], [-0.7, 0.6, 0.1], [0.1, -1.2, 0.1], [0.5, -1.8, 0.4], [0.3, 1.5, -1.5], [-1.3, 0.3, 0.4], [0.0, 0.0, -0.1], [-0.1, 0.1, 0.0], [0.0, 0.0, 0.1], [0.2, 0.2, 0.2], [-0.1, 0.2, -0.1], [0.0, 0.2, -0.1], [0.0, 0.1, 0.3], [0.4, -0.2, 0.2], [-0.3, -0.2, 0.3], [0.5, 0.3, 0.1], [-0.1, 0.3, -0.2], [-0.5, -0.2, -1.0], [1.5, -0.6, 0.8], [-1.0, 0.7, -0.2], [0.4, -0.9, 0.3], [0.4, 0.8, 1.1], [-0.2, 0.0, -0.5], [0.5, -0.1, -0.1], [-0.3, 0.5, 0.2], [-0.2, 0.1, 0.1], [0.1, 0.0, -0.4], [0.1, 0.0, 0.2], [0.1, 0.0, -0.1], [0.0, 0.0, 0.0], [-0.2, 0.0, -0.1], [-0.5, -0.4, -0.2], [0.0, 0.0, 0.4], [0.0, 0.2, -0.3], [-0.7, -0.6, 0.7], [-0.1, -0.2, 0.1], [0.3, 1.1, -0.5], [-1.0, -0.7, -0.1], [0.1, 0.0, 0.7], [-0.1, 0.4, 0.2], [-0.1, 0.1, -0.4], [0.2, 0.0, -0.1], [0.4, 0.2, 0.0], [0.2, -0.1, 0.1], [0.3, -0.4, -0.4], [-0.5, 0.3, 0.0], [0.0, -0.3, 0.2], [-0.1, 0.2, -0.3], [0.3, 0.0, 0.0], [0.0, -0.2, -0.1], [0.3, 0.1, -0.1], [-0.1, -0.2, 0.7], [0.6, 0.6, -1.2], [-0.3, -0.9, 0.7], [-0.2, 0.1, -0.5], [0.2, 0.4, -0.2], [-0.1, 0.0, 0.2], [0.0, 0.1, 0.9], [-0.2, -0.3, -0.5], [0.0, 0.1, -0.1], [0.6, 0.5, -0.5], [-0.9, -0.8, 0.8], [-0.2, 0.2, -0.3], [-0.1, -0.1, -0.2], [0.1, -0.3, 0.1], [-0.4, -0.1, 0.1], [0.0, 0.1, 0.1], [0.7, 0.3, -0.1], [0.3, 0.3, -0.2], [0.2, 0.9, 0.8], [-0.3, 0.5, -0.8], [0.4, -0.4, 0.5], [0.0, 0.0, -0.3], [-0.2, 0.1, -0.3], [0.0, -0.3, 0.1], [-0.1, -0.3, 0.0], [0.0, -0.3, 0.0], [0.0, -0.1, -0.1], [1.0, 0.0, 0.9], [0.1, 0.5, -1.2], [0.1, -0.2, -0.2], [-0.2, 0.1, -0.2], [-0.3, -0.1, 0.0], [-0.1, -0.2, -0.1], [-0.4, -0.3, 0.6], [-0.1, 0.2, 0.0], [0.1, 0.0, 0.1], [0.3, 0.6, 0.7], [-0.1, 0.1, 0.2], [-0.1, 0.0, 0.2], [-0.3, -0.1, -0.3], [0.0, 0.0, -0.1], [0.0, -0.2, -0.5], [0.1, -0.2, 0.0], [0.1, 0.1, 0.1], [0.6, -0.4, -0.3], [0.9, -0.4, -0.4], [-1.4, -0.4, 0.7], [0.6, 0.2, -0.1], [0.0, 0.0, 0.0], [-0.1, 0.2, -0.1], [-0.2, 0.2, 0.0], [0.3, -0.2, 0.0], [0.1, 0.5, 0.1], [0.1, 0.2, -0.1], [-1.3, 1.8, 0.1], [-0.6, -2.0, 0.3], [0.6, 0.5, -0.6], [0.5, -0.2, 0.5], [0.6, -0.2, 0.1], [0.4, -0.4, -0.6], [0.1, 0.5, 0.1], [-0.1, 0.0, 0.0], [-0.2, 0.0, 0.0], [-0.2, 1.0, -0.1], [0.1, -1.4, -0.3], [0.2, 0.4, 0.6], [0.1, -0.2, 0.0], [0.1, -0.3, -0.1], [-0.1, -0.2, -0.1], [0.2, 0.0, 0.0], [-0.5, 0.7, 0.2], [0.1, 0.0, -0.1]],
  "mulliken_charge": [-0.769, 0.128, -0.924, 1.330, -1.501, -0.795, -0.142, 0.538, 0.339, 0.512, 0.049, -0.149, 0.394, 0.266, 0.347, 0.163, 0.323, -0.379, -0.416, -0.155, 0.728, -0.921, -0.827, 0.188, -0.291, 0.547, 0.372, -0.360, 0.185, 0.484, 0.051, 0.016, 0.274, 0.243, -0.210, -0.504, 0.986, 0.266, -1.389, -0.536, 0.342, 0.279, -0.137, -0.260, -0.593, 0.267, 0.333, 0.258, 0.424, 0.189, 0.248, -0.436, 0.480, 0.936, 0.719, -0.622, 0.403, 0.068, 0.120, -0.010, -0.404, -0.780, 0.007, 0.163, -0.298, 0.017, -0.219, -0.058, -0.317, 0.288, -0.640, 0.307, 0.243, -0.327, -0.299, 0.353, 0.336, -0.569, -0.417, -0.514, 0.282, 0.431, -0.194, 0.221, 0.450, 0.213, -0.839, -0.105, -0.559, -0.012, 0.293, 0.463, 0.474, 0.008, 0.314, -1.367, 1.098, -0.686, 0.269, 0.385, 0.338, -0.164, -0.160, 0.378, -1.489, 0.457, -0.441, 0.243, 0.468, 0.327, 0.419, -0.189, 0.234, -1.099, 0.030, -0.589, 0.446, 0.143, 0.304, -0.041, 0.459, 0.291, -0.588, -0.355, -0.541, 0.391, -0.041, 0.313, 0.223, 0.310, 0.391, -0.243, -0.469, -0.521, 0.498, -0.277, 0.182, 0.316, 0.258, 0.312]
}